1.
{"formula": "Ag2Cl2F12Sr10", "method": "the ωB97M-V functional and the def2-TZVPD basis", "elements": ["Sr", "Sr", "Sr", "Sr", "Sr", "Sr", "Sr", "Sr", "Sr", "Sr", "Ag", "Ag", "F", "F", "F", "F", "F", "F", "F", "F", "F", "F", "F", "F", "Cl", "Cl"], "xyz": [[-2.213744, -3.309512, 0.583337], [-2.401674, 2.329638, 2.218357], [2.258156, 3.850638, -0.171323], [-1.099844, 2.670928, -2.877113], [-0.404724, -1.161022, 4.471937], [3.502336, -1.224842, 1.706887], [2.532096, -4.040492, -1.039533], [-3.784144, 0.371848, -1.758503], [0.124386, 0.100828, -0.054543], [3.500976, 0.617348, -2.212553], [1.984336, 2.022808, 2.707327], [-1.649014, -2.197622, -3.111433], [-1.524754, -3.341272, 3.155657], [-0.796924, 1.171898, 3.793277], [0.254186, -3.558382, 0.377857], [0.883206, -0.722432, 2.171607], [-1.899224, -1.225502, -1.002713], [2.655196, 1.269288, 0.361807], [2.320876, -1.329542, -0.767803], [0.699056, 4.502318, -2.055363], [-2.116214, 0.389018, -3.852683], [0.960056, 1.440038, -2.010273], [0.114916, 3.037818, 1.588647], [-1.828874, 1.688838, -0.418983], [0.912336, -2.589092, -3.843073], [-2.982984, -0.763552, 2.039197]], "atomic_forces_ev_per_a": [[0.6629, -0.7382, 2.4195], [0.7402, -0.2975, 1.1905], [-2.1635, 2.0029, -1.0269], [1.1908, 0.8501, -0.9701], [-2.0055, -0.9061, -0.4597], [-1.1540, 0.3589, 0.3273], [-2.3484, -0.7560, -1.3184], [0.2193, -0.7478, -0.6147], [-0.8212, -0.5505, -0.0756], [-1.2820, -0.5295, -1.0799], [-1.4180, 0.4282, 0.6702], [1.1044, -0.1033, -1.3745], [0.6809, 1.5845, -0.9811], [0.1543, -0.3327, -0.7521], [0.8988, 0.5189, -0.9852], [1.8207, 0.1986, -0.1038], [-0.2766, 0.2568, 0.1939], [0.5433, -0.1038, -0.1832], [1.5063, 0.0858, 0.9672], [0.3726, -2.0673, 1.3202], [-0.4923, 0.9573, 2.6667], [0.7942, -0.2528, 0.5836], [1.0385, -0.8679, -0.6175], [-0.3159, -0.1121, -0.6523], [-0.0259, 0.1599, 1.6521], [0.5763, 0.9635, -0.7962]], "homo_energy_ha": -1.0436, "total_charge": 8, "energy_ha": -2716.868774, "orbital_gap_ha": 0.1886}

=====

2.
{"formula": "AgBr", "method": "the ωB97M-V functional and the def2-TZVPD basis", "elements": ["Ag", "Br"], "xyz": [[-0.813635, 0.866790, 0.751965], [0.813635, -0.866790, -0.751965]], "atomic_forces_ev_per_a": [[-0.1262, 0.1344, 0.1174], [0.1262, -0.1344, -0.1174]], "homo_energy_ha": [-0.2369, -0.3986], "total_charge": 0, "s2": 2.00, "energy_ha": -2720.867564, "e_above_lowest_kcal_mol": 0.0, "orbital_gap_ha": [0.2657, 0.2387], "spin_multiplicity": 3}

=====

3.
{"formula": "AgCl2H10O5", "method": "the ωB97M-V functional and the def2-TZVPD basis", "elements": ["Ag", "Cl", "Cl", "O", "H", "H", "O", "H", "H", "O", "H", "H", "O", "H", "H", "O", "H", "H"], "xyz": [[-1.638595, -19.925591, -10.368679], [-3.727474, -18.642675, -11.396312], [0.361994, -21.418621, -9.626329], [-1.331376, -18.045570, -8.973451], [-0.500668, -17.580432, -9.114093], [-1.899788, -17.422691, -8.502325], [-2.824789, -20.546271, -8.415734], [-3.741295, -20.292765, -8.241897], [-2.636289, -21.282790, -7.819716], [-0.950843, -20.835097, -12.887686], [-0.050949, -20.989588, -13.197577], [-1.515898, -21.062962, -13.635600], [-2.818793, -21.888862, -10.933760], [-2.937622, -22.117776, -11.861534], [-3.301352, -22.557868, -10.436953], [-0.198999, -18.400486, -11.476575], [-0.343865, -17.468944, -11.274680], [0.743895, -18.484140, -11.672943]], "atomic_forces_ev_per_a": [[-0.0916, -0.4980, -0.6972], [0.9652, -0.5286, 0.5616], [-0.8279, 0.8032, -0.2713], [0.1887, 0.6982, 0.4850], [0.0586, -0.1442, 0.1576], [-0.0916, -0.2308, -0.1636], [-0.5320, -0.2059, 0.6838], [0.1502, 0.0241, -0.2058], [0.1985, 0.1427, -0.1506], [-0.0745, -0.1690, -0.2993], [-0.0760, -0.0727, 0.1795], [0.0796, 0.2103, 0.0315], [-0.2895, -0.5026, -0.2574], [0.1172, 0.1247, 0.0712], [0.0955, 0.1757, 0.1148], [0.5089, 0.4299, -0.1415], [-0.1953, -0.0717, -0.2138], [-0.1841, -0.1853, 0.1154]], "homo_energy_ha": [-0.3363, -0.3181], "total_charge": 0, "s2": 0.75, "energy_ha": -1449.519988, "e_above_lowest_kcal_mol": 0.0, "orbital_gap_ha": [0.3371, 0.2235], "spin_multiplicity": 2}